P:
The following is a quantum chemistry calculation of a single C5H5NO3 molecule, from the Open Molecules 2025 dataset.

XYZ file:
```
14
Properties=species:S:1:pos:R:3
H -2.03 0.26 2.40
H -1.19 -0.26 -0.91
H -1.12 -1.57 1.82
C 0.70 1.00 -0.87
O 1.39 -0.25 -3.02
H 1.30 -1.80 -0.19
C -0.70 0.25 1.15
C 1.08 -0.09 -1.89
O -1.04 1.42 1.48
O 1.74 0.37 -0.03
N -1.46 -0.62 1.81
H 0.65 2.09 -0.92
C -0.32 -0.01 -0.29
C 0.99 -0.80 -0.53
```

As for the spin multiplicity: 1. As for the LUMO energy: 0.40 eV.

Here are the natural (NBO) charges for atoms 1 to 8, given in e: H 0.47; H 0.25; H 0.40; C -0.01; O -0.48; H 0.22; C 0.64; C 0.58

=====

Q:
The following is a quantum chemistry calculation of a single C5H5NO3 molecule, from the Open Molecules 2025 dataset.

XYZ file:
```
14
Properties=species:S:1:pos:R:3
H 1.85 -2.17 1.95
N -2.19 2.21 -0.99
O 1.35 -2.06 0.18
H 1.09 -0.56 1.72
C 0.04 -0.35 -0.59
C 2.03 -1.38 1.27
O -2.58 1.32 1.14
O 1.76 -1.36 -1.88
H -3.13 2.66 -0.83
C -1.91 1.33 0.04
C -0.86 0.43 -0.32
H 3.11 -1.03 0.99
C 1.13 -1.17 -0.90
H -1.71 2.14 -1.79
```

As for the spin multiplicity: 1. As for the LUMO energy: -1.08 eV. As for the SMILES: COC(=O)C#CC(N)=O.

Here are the natural (NBO) charges for atoms 1 to 8, given in e: H 0.22; N -0.78; O -0.54; H 0.18; C -0.07; C -0.30; O -0.56; O -0.46

=====

Which is most stable, and by how much? Q, by 0.0319 hartree.

=====

P:
The following is a quantum chemistry calculation of 2 unconnected molecules or ions with the total composition H6N2, from the Open Molecules 2025 dataset.

XYZ file:
```
8
Properties=species:S:1:pos:R:3
H 2.51 4.15 1.45
H -0.26 9.80 3.14
H 3.54 3.72 2.66
H 2.83 5.20 2.68
N 3.26 4.50 2.07
H -0.71 10.58 1.76
H 0.88 10.27 2.06
N 0.00 10.56 2.50
```

As for the spin multiplicity: 1. As for the LUMO energy: 0.99 eV. As for the SMILES: N.N.

Atomic charges from the natural (NBO) analysis, expressed in e, are listed below: H 0.36; H 0.36; H 0.36; H 0.36; N -1.07; H 0.36; H 0.36; N -1.07

=====

Q:
The following is a quantum chemistry calculation of 2 unconnected molecules or ions with the total composition H6N2, from the Open Molecules 2025 dataset.

XYZ file:
```
8
Properties=species:S:1:pos:R:3
H 0.76 2.19 -0.62
N -0.19 -1.41 0.76
H -0.79 -0.58 0.72
H 0.66 0.55 -0.65
H -0.46 1.46 -1.45
H 0.30 -1.38 1.66
N 0.54 1.39 -1.22
H -0.82 -2.22 0.79
```

As for the spin multiplicity: 1. As for the LUMO energy: 0.98 eV. As for the SMILES: N.N.

Atomic charges from the natural (NBO) analysis, expressed in e, are listed below: H 0.35; N -1.08; H 0.36; H 0.37; H 0.35; H 0.36; N -1.08; H 0.36

=====

R:
The following is a quantum chemistry calculation of 2 unconnected molecules or ions with the total composition H6N2, from the Open Molecules 2025 dataset.

XYZ file:
```
8
Properties=species:S:1:pos:R:3
H -0.40 2.47 -5.33
N -0.62 -2.58 5.35
N 0.58 2.52 -5.41
H -0.74 -2.23 4.40
H 1.01 1.61 -5.49
H 0.46 -2.32 5.43
H -1.09 -2.08 5.99
H 1.02 2.95 -4.54
```

As for the spin multiplicity: 1. As for the LUMO energy: 1.28 eV. As for the SMILES: N.N.

Atomic charges from the natural (NBO) analysis, expressed in e, are listed below: H 0.36; N -1.05; N -1.08; H 0.36; H 0.36; H 0.35; H 0.35; H 0.36

=====

Which is most stable, and by how much? Q, by 0.0023 hartree.

=====

P:
The following is a quantum chemistry calculation of 2 unconnected molecules or ions with the total composition H6N2, from the Open Molecules 2025 dataset.

XYZ file:
```
8
Properties=species:S:1:pos:R:3
N -2.92 5.06 0.36
H -2.71 4.49 1.18
N 3.25 -4.77 -0.64
H -2.95 4.40 -0.42
H 2.24 -4.66 -0.69
H 3.59 -4.17 0.10
H 3.39 -5.74 -0.37
H -3.88 5.39 0.47
```

As for the spin multiplicity: 1. As for the LUMO energy: 1.32 eV. As for the SMILES: N.N.

Atomic charges from the natural (NBO) analysis, expressed in e, are listed below: N -1.06; H 0.35; N -1.07; H 0.35; H 0.35; H 0.36; H 0.35; H 0.35

=====

Q:
The following is a quantum chemistry calculation of 2 unconnected molecules or ions with the total composition H6N2, from the Open Molecules 2025 dataset.

XYZ file:
```
8
Properties=species:S:1:pos:R:3
H 4.25 7.18 0.16
N 3.80 9.50 -0.81
H 3.77 9.00 0.09
H 5.54 6.17 0.15
H 2.84 9.75 -1.04
N 4.52 6.19 0.11
H 4.10 8.82 -1.51
H 4.25 5.85 -0.81
```

As for the spin multiplicity: 1. As for the LUMO energy: 0.91 eV. As for the SMILES: N.N.

Atomic charges from the natural (NBO) analysis, expressed in e, are listed below: H 0.35; N -1.06; H 0.35; H 0.36; H 0.36; N -1.07; H 0.36; H 0.36

=====

Which is most stable, and by how much? P, by 0.0018 hartree.